Computed, not measured: a cluster of 4 separate species, H7O4 in total, with ωB97M-V/def2-TZVPD.

CARTESIAN COORDINATES (ANGSTROEM)
H1 0.4610 -0.6137 0.1313
O1 -2.5014 -0.2218 -0.3266
O2 0.6015 -1.3413 0.7876
O3 0.9392 1.7901 1.2906
H2 -1.7199 0.0609 -0.6635
O4 0.3998 0.2115 -1.2030
H3 1.0066 -1.9318 0.1326
H4 0.9767 0.4460 -1.9873
H5 1.7536 1.2722 1.0280
H6 -2.1951 -1.0686 0.1638
H7 0.2778 1.3965 0.6463

Cartesian forces, eV/Å:
0.1 0.6 -0.5
-3.3 -3.8 3.1
0.2 -1.0 0.1
0.4 -1.2 -1.1
4.4 1.7 -2.1
0.5 0.7 -1.4
-0.1 -0.1 0.5
-1.1 -0.4 1.6
-1.5 0.8 0.4
-0.8 2.2 -1.2
1.1 0.6 0.5

Values from the calculation:
Kohn-Sham gap: 8.7 eV
Total charge: -1

***

Computed, not measured: a structure of composition C6H9N2P, with ωB97M-V/def2-TZVPD.

CARTESIAN COORDINATES (ANGSTROEM)
N1 1.2636 1.4259 -0.3256
C1 -1.5903 1.7213 -0.4467
H1 0.9654 -2.9703 -0.0560
H2 3.3034 1.1288 1.1125
H3 -2.7675 -0.0043 0.4088
H4 0.0556 -2.1901 1.2506
C2 0.5728 0.3430 -0.2745
H5 -1.0281 -0.1951 -1.4209
H6 -0.5382 -2.0518 -0.3548
P1 2.8816 0.8747 -0.1802
C3 -0.8208 0.4425 -0.6708
C4 1.2016 -0.9278 -0.0019
C5 -1.7400 0.4986 0.4394
H7 -1.2585 0.3206 1.4009
H8 -0.9669 2.5467 -0.1710
C6 0.3064 -2.1059 0.2162
H9 -2.3253 1.8534 -1.1548
N2 2.4851 -0.7102 0.2288

Cartesian forces, eV/Å:
1.4 0.1 0.8
2.2 -1.5 1.3
-1.0 0.2 0.3
0.0 0.7 0.7
1.7 0.6 -0.2
-0.2 0.0 0.8
-0.8 1.7 -1.6
-1.0 -1.8 -2.8
-2.1 0.0 -1.5
-0.1 -0.3 -0.6
0.3 1.1 1.1
1.7 1.9 1.3
-3.0 -0.8 1.5
-0.3 0.9 0.1
-0.1 0.4 0.2
4.5 -1.3 0.4
-1.7 0.6 -1.1
-1.4 -2.5 -0.5

Values from the calculation:
Kohn-Sham gap: 9.6 eV

***

Computed, not measured: a structure of composition C8H7NOS2, with ωB97M-V/def2-TZVPD.

CARTESIAN COORDINATES (ANGSTROEM)
H1 1.9873 -1.1185 -0.2857
C1 -0.7326 -2.5140 -0.2494
C2 1.5332 -0.1930 -0.0327
O1 -2.6883 2.3801 -0.1966
C3 -0.0379 1.9522 0.4407
N1 -1.6961 -2.4705 0.6091
H2 -0.4570 2.9276 0.6762
H3 1.6117 2.4905 1.7687
H4 -0.9857 -1.1162 -1.9816
C4 0.2131 -0.1737 -0.4549
C5 1.9877 0.7863 0.7751
S1 -2.4683 -1.0524 0.8389
S2 -2.2670 1.1641 -0.8592
C6 -0.5372 0.9564 -0.3023
C7 1.2268 1.8504 1.0128
H5 0.6323 -1.8295 -1.5627
H6 -0.0556 -3.4037 -0.1616
C8 -0.2868 -1.3940 -1.1607
H7 3.0203 0.7578 1.1259

Cartesian forces, eV/Å:
1.2 -0.4 0.1
-0.2 -0.9 1.2
-2.1 -1.4 -0.7
-0.7 0.6 0.5
1.4 3.0 1.7
1.9 0.8 -1.4
-1.0 -0.5 -0.4
-0.2 1.2 0.1
0.2 -0.6 0.5
0.5 -0.7 -0.7
3.2 -0.8 0.0
-2.0 1.6 0.0
1.4 -2.6 0.6
-1.5 0.2 -0.4
-1.0 0.6 0.7
-0.3 0.1 -0.8
-0.9 0.6 -0.4
0.4 -0.7 -0.6
-0.3 -0.1 0.2

Values from the calculation:
Kohn-Sham gap (spin up / spin down): 6.3 / 6.3 eV

***

Computed, not measured: a cluster of 2 separate species, C9H11O2 in total, with ωB97M-V/def2-TZVPD.

CARTESIAN COORDINATES (ANGSTROEM)
C1 -2.1950 1.0575 -0.5747
C2 1.8039 0.5166 -1.1563
C3 -2.2871 -0.9136 0.5866
H1 1.5659 -1.5678 1.4113
H2 1.6720 1.6192 -1.1598
H3 -0.2926 1.7596 -1.1241
C4 -2.9758 0.0256 -0.1323
C5 -0.9118 -0.9216 0.6854
O1 1.0914 0.6379 1.6983
C6 -0.1654 0.0179 0.0744
H4 1.2979 0.1757 -2.1332
H5 -0.3892 -1.7935 1.0413
C7 2.0317 -0.9007 0.7036
C8 -0.7885 1.0373 -0.4752
C9 1.1081 -0.2317 -0.1215
H6 -2.9084 -1.6965 1.0091
H7 2.8369 0.0748 -1.1561
H8 2.4491 -1.7132 0.0130
O2 0.8578 1.4898 0.9616
H9 -2.7419 1.8883 -1.1039
H10 -4.1019 0.0775 -0.1495
H11 3.0427 -0.6392 1.1019

Cartesian forces, eV/Å:
-0.2 1.8 -1.5
0.4 -0.9 -3.1
-0.7 -1.7 0.7
-0.1 0.1 0.8
0.8 -0.7 0.2
0.0 0.0 0.6
-1.2 1.0 0.9
-2.0 -2.2 1.0
1.1 0.2 7.8
-4.3 -3.7 -1.2
0.9 0.6 0.9
-0.3 -0.2 0.5
2.9 -6.6 -0.3
-4.5 3.3 -4.0
5.3 -0.4 -4.1
0.4 -0.3 0.2
-0.6 1.4 -0.5
-0.2 0.3 0.2
1.0 7.4 0.8
1.0 -0.7 0.5
1.5 -0.3 -0.2
-1.1 1.3 -0.2

Values from the calculation:
Kohn-Sham gap (spin up / spin down): 7.6 / 8.6 eV
Expectation value of S²: 3.77
2S+1: 4

***

Computed, not measured: an isolated molecule of CH3BF2O2, with ωB97M-V/def2-TZVPD.

CARTESIAN COORDINATES (ANGSTROEM)
B1 0.2431 -0.3647 -0.1846
F1 -1.5740 1.1295 0.3308
H1 0.2161 -2.1787 -0.4037
O1 0.2652 -1.5943 0.3521
O2 0.5374 -0.0047 -1.4383
H2 0.1856 2.0233 0.5167
C1 -0.3582 0.8221 0.7407
F2 -0.5689 0.6277 2.1085
H3 1.0538 -0.4602 -2.0221

Cartesian forces, eV/Å:
0.1 1.4 0.7
-1.0 1.6 -0.8
0.0 -0.7 0.0
0.3 -1.1 0.7
-1.9 2.8 0.8
0.3 1.1 -0.7
-0.9 -3.0 3.0
1.0 -0.1 -1.9
2.1 -2.0 -2.0

Values from the calculation:
Kohn-Sham gap (spin up / spin down): 4.9 / 8.1 eV
Expectation value of S²: 2.00
2S+1: 3

***

Computed, not measured: a cluster of 2 separate species, C10H18ClN2O in total, with ωB97M-V/def2-TZVPD.

CARTESIAN COORDINATES (ANGSTROEM)
C1 -2.9249 -1.0351 0.2328
Cl1 -4.4839 2.7187 -0.9070
H1 4.4466 2.1505 0.4879
H2 -0.4542 1.3217 2.2657
N1 2.5174 1.1238 -0.1016
C2 -0.4427 -3.0521 0.8304
H3 5.0144 0.1149 1.2000
H4 3.1906 0.8349 -2.1450
H5 -1.9338 -1.7176 -2.0386
H6 0.6561 -3.1144 0.9637
H7 -0.5021 -0.7141 -2.2393
H8 -3.2743 -1.9853 -0.1459
C3 3.9126 1.3265 -0.0084
H9 -2.9359 -1.1472 1.2404
C4 -1.5178 -0.8650 -0.2210
H10 -0.3329 -0.4127 2.2689
H11 2.7337 2.5792 -1.6284
H12 -3.4311 -0.1530 -0.2808
H13 -0.8640 -4.0410 1.0035
O1 0.2049 0.9425 -0.2022
H14 -1.7147 1.4103 -0.0503
C5 3.2007 1.5721 -1.3431
N2 4.7457 0.2296 0.1413
H15 4.3141 -0.5797 -0.1888
H16 -1.9972 0.3636 2.3451
C6 -1.4979 -0.7638 -1.7067
C7 -0.9187 0.4628 1.8955
C8 1.3820 1.0404 0.4759
H17 -2.0426 -0.0044 -2.1623
C9 -0.8294 -1.9277 0.4103
C10 -1.0159 0.5574 0.4156
H18 -3.2048 2.7640 -0.8077

Cartesian forces, eV/Å:
-1.3 1.4 -3.7
0.2 -0.1 0.0
-1.4 0.3 0.0
0.5 1.6 0.9
-2.7 0.2 1.2
2.2 -1.9 0.6
-0.6 0.1 -2.9
0.3 0.0 0.3
0.1 0.3 -0.3
-0.2 -0.2 0.4
-0.7 -0.1 1.1
-0.4 -0.1 -0.5
2.3 1.3 -1.0
-0.7 0.4 3.1
0.8 2.8 1.1
-0.5 0.5 -0.7
1.4 -1.3 0.4
-0.4 -1.2 1.4
-0.8 0.2 -0.1
4.9 0.5 1.4
1.1 -2.0 1.6
-1.4 1.1 0.0
1.4 0.4 3.3
-0.4 -1.9 -0.6
2.2 0.4 -0.8
2.3 -2.8 -1.6
-2.3 -1.3 1.1
-2.2 -0.8 -2.8
-1.4 1.6 -0.1
0.9 0.6 -1.4
-2.9 -0.1 -1.5
-0.2 0.1 -0.1

Values from the calculation:
Kohn-Sham gap (spin up / spin down): 6.3 / 6.5 eV
Expectation value of S²: 2.01
2S+1: 3
Total charge: +1

***

Computed, not measured: a cluster of 9 separate species, C4H27N2O9 in total, with ωB97M-V/def2-TZVPD.

CARTESIAN COORDINATES (ANGSTROEM)
H1 2.9610 -0.9128 -3.1301
H2 2.4600 1.3684 -3.5595
H3 -0.3154 0.1628 -1.2263
H4 -4.1449 0.4887 1.9629
C1 -0.1030 -0.7314 -0.6477
H5 -3.9115 -0.8372 0.0156
H6 1.4905 2.8814 -1.2746
O1 0.6388 2.9974 -0.8606
C2 2.0794 -0.5486 -2.5724
O2 -1.9243 1.7601 -2.4550
O3 1.4752 -0.3590 1.0061
C3 1.6391 0.7786 -3.1455
H7 -0.5024 0.5763 3.5360
O4 -1.4371 0.6899 3.3193
H8 -0.2891 -1.6781 -1.1599
H9 3.2035 2.4418 1.5344
H10 -0.8322 0.1027 1.0458
N1 -0.9711 -0.7974 0.5851
O5 2.3147 2.1603 1.7605
O6 -3.8380 -1.7677 -0.2500
H11 1.0149 0.6239 -4.0497
H12 0.5567 3.5398 -0.0675
O7 0.2032 -3.0715 0.6258
H13 -3.9027 -1.6933 -1.2153
H14 1.1398 -3.2150 0.7765
H15 -1.6566 1.5454 3.7116
H16 2.3444 1.2214 1.9886
H17 -2.6141 0.7474 1.9877
H18 1.0587 -1.7265 4.0260
H19 -1.9416 -0.9234 0.2867
H20 -2.8952 1.8770 -2.4642
C4 1.3776 -0.5258 -0.1987
H21 0.8671 1.2997 -2.5697
H22 3.2379 -0.1432 -0.7605
O8 -3.3362 0.3528 1.4591
N2 2.3644 -0.4857 -1.1169
H23 1.9457 -2.5417 3.0834
H24 -1.7354 2.7110 -2.4266
O9 1.5540 -1.6699 3.1975
H25 -0.3259 -3.8570 0.7921
H26 1.3225 -1.3008 -2.7455
H27 -0.5726 -1.5406 1.1952

Cartesian forces, eV/Å:
-0.2 0.1 0.6
0.0 0.3 0.8
-0.8 -0.1 -0.2
0.0 0.0 0.0
0.8 -0.4 -0.1
-0.2 -0.2 0.4
0.5 0.6 0.7
-1.7 -0.5 -0.4
0.6 0.1 0.1
-1.2 1.0 0.1
1.1 0.2 -0.2
-1.2 0.0 -1.7
0.0 -0.1 -0.1
0.4 0.4 0.2
0.2 0.5 -0.3
0.1 -0.1 0.2
-0.3 -0.2 0.3
1.5 1.2 -0.9
-0.3 0.3 0.1
0.4 0.6 -0.7
0.5 -0.5 0.1
1.1 -0.2 -0.3
-0.2 -0.1 -0.1
-0.1 -0.4 0.2
-0.1 -0.5 0.2
0.0 -0.1 0.1
0.2 0.0 -0.3
-0.5 -0.4 -0.1
0.2 -0.2 -0.1
-0.2 -0.3 0.5
0.4 -0.9 -0.1
-1.6 -0.2 0.3
0.8 0.3 0.5
0.3 0.0 -0.1
0.0 0.4 -0.1
-0.9 -0.4 -0.3
0.1 0.0 0.2
0.9 -0.2 0.1
-0.3 -0.1 0.5
0.5 -0.3 0.1
-0.2 -0.2 0.2
-0.5 0.2 -0.4

Values from the calculation:
Kohn-Sham gap: 10.5 eV
Total charge: +1

***

Computed, not measured: a structure of composition C35H53AsNO2P2Y, with ωB97M-V/def2-TZVPD.

CARTESIAN COORDINATES (ANGSTROEM)
C1 0.8204 2.3002 3.5156
H1 2.6173 5.4006 -1.2610
C2 -4.1105 -1.9900 2.8148
H2 -0.8896 -5.4297 -2.3375
H3 0.9177 -3.0792 -4.2446
H4 -4.9380 -2.8593 4.6000
C3 -2.9850 -2.0753 4.9764
H5 1.9323 2.1086 0.4131
H6 0.3784 -0.9463 -5.7009
C4 3.6432 -2.4692 3.0552
H7 2.4334 3.0928 -1.8384
C5 2.4173 -3.0637 3.3884
C6 -4.0863 -2.3536 4.1673
N1 0.2067 0.2136 -3.9003
C7 2.4992 -0.5212 2.1935
C8 -1.5810 -4.6115 -2.5552
C9 0.7640 1.4446 -4.5042
H8 -2.6108 4.0788 0.2942
H9 0.9254 5.5554 -0.8080
H10 3.0283 -3.6435 -0.0123
C10 0.2527 2.6591 -3.7073
O1 2.6781 0.0246 -1.9606
H11 -0.7840 -2.5078 -4.3368
C11 -3.0030 -1.3334 2.2584
H12 -2.5651 5.3197 -1.9589
H13 2.3915 -4.0884 3.8007
C12 -0.4700 4.2004 4.2747
H14 1.3436 -5.0215 -3.1083
C13 1.2746 -1.1067 2.5568
H15 0.9466 -5.4379 -1.4243
C14 1.2317 -2.3844 3.1408
C15 -1.5807 3.7563 0.0714
C16 -1.4326 -3.7196 -0.2034
H16 -2.2086 2.9298 -1.8150
H17 -2.9864 -2.3554 6.0357
C17 0.7658 3.5661 4.1181
H18 2.8648 3.6117 0.5261
H19 -0.5016 5.1977 4.7029
H20 -2.5482 1.8260 2.9850
C18 -1.8730 -1.0772 3.0536
P1 0.1886 -2.2989 -2.1300
H21 1.8565 1.3263 -4.5838
H22 -0.8527 5.6891 -1.8129
H23 1.6957 4.0357 4.4522
C19 -1.6612 3.6071 3.8344
C20 1.5232 0.0999 -1.8520
H24 1.8134 -0.8771 -4.7452
C21 0.7189 -0.9748 -4.6315
H25 -1.4349 2.8091 0.6024
C22 -1.3453 -3.3737 -1.6966
C23 -1.3999 3.5898 -1.4409
As1 -0.3574 -0.0998 2.4447
H26 2.4736 -2.9168 -2.2805
C24 1.6653 -3.3703 -1.6810
O2 -0.7013 0.0567 0.7275
C25 1.6024 3.5021 -1.2374
H27 -0.8978 4.4976 0.5162
C26 1.8887 3.1884 0.2361
C27 2.0360 -3.2061 -0.2068
C28 1.6087 5.0159 -1.4743
H28 2.0907 -2.1512 0.0747
H29 4.5610 -3.0322 3.1765
H30 -1.1670 -2.8683 0.4370
C29 -1.5583 4.9280 -2.1540
H31 -0.7997 -4.5771 0.0774
H32 -2.1535 -2.6510 -1.9368
C30 3.6865 -1.2017 2.4466
H33 -4.9783 -2.1981 2.1782
C31 0.2250 -2.2764 -3.9612
H34 4.6371 -0.7551 2.1311
H35 -3.0349 -0.9978 1.2127
H36 -1.5196 -4.4044 -3.6254
H37 -2.5933 -4.9918 -2.3656
C32 -1.8727 -1.4262 4.4241
H38 1.3801 5.2932 -2.5065
C33 -0.3649 1.7266 3.0140
C34 -1.6087 2.3471 3.2254
H39 0.2699 -2.8410 3.4170
H40 -0.7400 2.9505 -4.0781
H41 1.3231 -3.7039 0.4670
H42 0.4628 1.5209 -5.5858
H43 1.1310 3.6184 0.9079
H44 -3.2121 -0.0001 -1.3739
H45 -2.6307 4.0994 3.9497
H46 2.6245 -5.2789 -1.9300
H47 0.9778 3.4605 -3.8728
H48 -0.7863 0.2631 -3.9263
H49 1.7619 1.7433 3.5072
C35 1.6190 -4.8533 -2.0629
H50 -2.4722 -3.9787 0.0548
H51 -1.4558 4.8471 -3.2382
H52 -1.0178 -1.1719 5.0560
Y1 -1.0516 0.0693 -1.2887
P2 0.1379 2.5068 -1.8869
H53 2.5299 0.4741 1.7291

Cartesian forces, eV/Å:
-0.4 0.2 0.1
-0.2 -0.2 0.0
0.5 0.2 0.1
-0.1 0.3 0.0
-0.4 0.0 -0.2
-0.1 0.0 0.0
0.4 0.2 -0.2
-0.1 0.1 0.0
0.0 -0.1 0.8
-0.4 0.2 -0.5
-0.1 0.0 0.2
0.5 -0.3 -0.2
0.1 0.0 -0.3
1.5 -0.2 -0.7
-0.2 0.2 0.2
-0.2 -0.3 -0.2
-0.7 -0.2 -0.4
0.3 0.0 -0.2
0.1 -0.2 -0.1
-0.3 0.1 -0.1
0.7 0.2 -0.7
-3.4 0.3 -0.1
0.3 0.0 0.1
0.1 0.1 -0.1
0.2 -0.1 0.0
0.0 0.8 -0.2
0.0 0.2 -0.4
0.0 0.0 0.1
0.1 0.1 0.7
0.1 0.2 -0.1
-0.4 0.3 0.1
-0.1 -0.3 0.2
-0.1 0.2 0.2
0.0 0.2 0.2
0.0 0.1 -0.5
-0.1 -0.4 -0.3
-0.3 -0.1 -0.1
0.0 -0.2 0.1
0.5 0.3 -0.1
-0.5 -0.2 1.2
-0.7 -2.5 0.6
-0.3 0.2 0.7
-0.2 -0.2 0.0
-0.5 -0.1 0.0
0.4 -0.5 -0.3
3.9 -0.3 0.9
-0.4 -0.2 0.7
-0.7 0.1 -0.5
0.1 0.1 0.0
0.3 0.5 -0.4
0.3 -0.4 -0.5
-0.7 0.1 -2.5
-0.1 0.0 0.1
0.4 0.5 0.0
0.4 -0.2 0.9
0.4 -0.6 -0.1
-0.2 -0.2 -0.3
0.1 0.0 0.2
0.2 0.0 0.3
0.0 0.2 0.0
0.0 -0.1 0.0
0.0 0.1 0.2
0.1 -0.1 0.0
-0.1 0.3 -0.2
-0.2 0.3 -0.2
0.0 -0.3 0.2
-0.1 -0.3 -0.1
0.4 0.1 0.4
0.4 0.1 -0.7
-0.4 -0.3 0.3
0.0 -0.2 0.5
0.0 0.0 0.1
0.2 0.1 0.0
-0.4 -0.1 -0.3
0.0 0.0 0.1
0.4 -0.1 1.5
-0.1 0.0 0.2
0.5 0.3 -0.2
0.3 0.1 0.0
0.2 0.2 -0.3
0.0 0.1 0.9
0.2 -0.2 -0.3
1.0 0.0 -0.2
0.4 -0.1 0.1
-0.2 0.2 0.0
-0.4 0.3 -0.3
-1.1 -0.1 -0.9
-0.3 0.3 -0.2
0.0 -0.2 -0.1
0.3 0.0 -0.2
0.0 0.0 0.0
-0.2 -0.1 -0.1
0.3 -0.1 0.5
-0.9 2.6 1.0
0.0 -0.5 0.2

Values from the calculation:
Kohn-Sham gap: 8.5 eV
Total charge: +2

***

Question: Number 5 is which compound?
Answer: CH3BF2O2